C4H5N3O | the ωB97M-V functional and the def2-TZVPD basis

Values from the calculation:
Energy relative to the best compared isomer or geometry (same formula, charge and spin): 156.1 kcal per mole
Largest force on an atom: 18.48 eV/A
E: -10740.8476 eV
Kohn-Sham gap: 8.5 eV
SMILES string: C=NN(C)C(=O)C#N

Each line ends with the natural charge from an NBO analysis.
Cartesian coordinates (Å):
1 C -0.792 -1.753 0.673  -0.139
2 N 0.108 -1.524 -0.351  -0.231
3 N 0.712 -0.176 -0.395  -0.288
4 C 2.170 -0.455 -0.057  -0.439
5 C 0.011 1.040 0.159  0.487
6 O 0.578 2.083 0.378  -0.464
7 C -1.201 0.859 -0.225  0.193
8 N -2.316 0.325 -0.394  -0.201
9 H -1.248 -1.005 1.466  0.185
10 H -1.677 -2.507 0.439  0.221
11 H 2.301 -1.039 0.891  0.216
12 H 2.677 -1.141 -0.932  0.227
13 H 2.669 0.512 -0.215  0.231